[1]
Molecular formula: C4H8O3
Method: DFT, wB97M-V/def2-TZVPD

CARTESIAN COORDINATES (ANGSTROEM)
C  -0.565  -0.047  -0.275
C  -1.548  -1.098  0.107
C  1.552  1.342  0.216
C  0.748  0.077  0.464
O  1.059  -0.917  -0.877
O  -1.013  1.010  -0.932
O  0.732  -0.458  1.616
H  -1.979  0.987  -1.036
H  1.134  -1.769  -0.420
H  -2.053  -1.481  -0.785
H  -2.295  -0.668  0.783
H  -1.049  -1.909  0.632
H  1.091  2.178  0.747
H  2.554  1.166  0.606
H  1.631  1.587  -0.844

Its spin multiplicity is 1. The LUMO energy comes out at 0.15 eV. The calculation puts the HOMO-LUMO gap at 8.745 eV. For the relative energy (zero: lowest compared OMol25 entry of this formula, charge and spin), the calculation gives 3.254 eV.

These are the natural (NBO) partial charges, in e, on atoms 1 to 8:
1 C 0.64
2 C -0.72
3 C -0.67
4 C 0.48
5 O -0.77
6 O -0.62
7 O -0.75
8 H 0.50

[2]
Molecular formula: C66H171N5O22
Method: DFT, wB97M-V/def2-TZVPD

CARTESIAN COORDINATES (ANGSTROEM)
C  -2.988  6.595  -3.234
O  -1.673  7.037  -3.723
C  -0.720  6.581  -2.854
C  0.633  6.913  -3.499
N  1.699  6.917  -2.495
C  2.795  7.834  -2.832
C  3.543  8.019  -1.540
O  4.279  9.234  -1.576
C  5.214  9.234  -0.520
H  -3.300  7.115  -2.330
H  -2.926  5.481  -3.072
H  -3.666  6.762  -4.031
H  -0.702  5.494  -2.667
H  -0.808  7.006  -1.802
H  0.535  7.937  -4.017
H  0.763  6.149  -4.161
H  1.209  7.355  -1.731
H  2.296  8.727  -3.272
H  3.388  7.252  -3.505
H  4.161  7.113  -1.259
H  2.762  8.012  -0.752
H  5.923  10.035  -0.672
H  5.781  8.269  -0.537
H  4.819  9.282  0.511
C  0.961  -3.815  2.266
O  0.859  -3.805  0.873
C  -0.465  -3.561  0.368
C  -0.637  -2.036  0.160
N  -1.631  -1.723  -0.912
C  -1.921  -0.251  -1.034
C  -0.760  0.704  -1.205
O  -0.018  0.216  -2.322
C  1.297  0.798  -2.401
H  0.294  -4.500  2.765
H  0.799  -2.884  2.717
H  1.953  -4.174  2.437
H  -1.198  -4.048  1.052
H  -0.598  -4.038  -0.556
H  0.413  -1.747  -0.075
H  -0.850  -1.545  1.134
H  -1.137  -2.044  -1.773
H  -2.400  -0.009  -0.062
H  -2.568  -0.166  -1.926
H  -0.068  0.750  -0.353
H  -1.107  1.697  -1.507
H  1.926  0.390  -1.572
H  1.291  1.902  -2.251
H  1.746  0.583  -3.395
C  0.464  4.472  -0.052
O  0.766  3.795  1.163
C  1.887  4.352  1.860
C  1.599  4.183  3.310
N  0.390  4.804  3.692
C  0.188  4.783  5.200
C  -1.054  5.575  5.563
O  -2.218  4.861  5.150
C  -3.452  5.459  5.586
H  -0.493  4.098  -0.347
H  1.271  4.274  -0.737
H  0.429  5.555  0.072
H  1.918  5.395  1.516
H  2.777  3.814  1.511
H  2.404  4.619  3.847
H  1.733  3.101  3.566
H  -0.422  4.351  3.389
H  1.022  5.309  5.695
H  0.163  3.814  5.665
H  -1.061  6.586  5.167
H  -1.102  5.704  6.684
H  -3.259  5.819  6.587
H  -4.206  4.679  5.625
H  -3.722  6.273  4.995
C  1.911  -6.440  4.598
O  2.833  -6.387  3.518
C  2.532  -7.507  2.645
C  3.208  -7.191  1.331
N  4.612  -7.023  1.525
C  5.152  -6.543  0.307
C  6.605  -6.365  0.379
O  6.952  -5.368  1.363
C  6.905  -4.080  0.910
H  0.949  -6.092  4.266
H  2.238  -5.699  5.368
H  1.871  -7.451  5.058
H  1.436  -7.548  2.487
H  2.815  -8.447  3.097
H  2.759  -6.421  0.732
H  3.054  -8.144  0.757
H  4.840  -6.332  2.274
H  4.690  -5.639  -0.062
H  4.855  -7.312  -0.409
H  7.048  -6.153  -0.588
H  7.056  -7.279  0.801
H  7.719  -3.919  0.177
H  6.907  -3.395  1.734
H  6.070  -3.893  0.255
C  -1.823  1.398  1.933
O  -3.166  1.634  1.413
C  -3.199  2.850  0.677
C  -4.632  3.076  0.107
N  -4.862  4.414  -0.345
C  -6.308  4.471  -0.789
C  -6.643  5.872  -1.279
O  -6.652  6.784  -0.241
C  -7.148  8.034  -0.619
H  -1.670  2.156  2.673
H  -1.112  1.349  1.089
H  -1.815  0.498  2.544
H  -2.514  2.810  -0.204
H  -2.924  3.591  1.427
H  -5.329  2.632  0.868
H  -4.674  2.442  -0.797
H  -4.745  5.049  0.410
H  -7.061  4.238  0.021
H  -6.614  3.735  -1.584
H  -7.647  5.904  -1.858
H  -5.811  6.135  -1.952
H  -6.636  8.355  -1.538
H  -6.907  8.748  0.150
H  -8.235  7.999  -0.793
C  -0.472  -3.693  7.751
C  -1.289  -3.281  6.560
C  -2.473  -4.241  6.359
O  -1.724  -1.924  6.737
H  0.470  -3.243  7.757
H  -0.365  -4.748  7.664
H  -0.957  -3.475  8.694
H  -0.520  -3.353  5.773
H  -2.983  -4.437  7.310
H  -2.125  -5.142  5.835
H  -3.225  -3.794  5.690
H  -2.468  -1.775  6.116
C  4.276  4.067  -6.872
C  3.237  4.881  -6.006
C  2.449  5.830  -6.906
O  2.427  3.912  -5.378
H  4.916  4.795  -7.427
H  3.643  3.552  -7.624
H  4.906  3.372  -6.328
H  3.742  5.518  -5.324
H  1.924  5.415  -7.744
H  3.112  6.664  -7.206
H  1.683  6.368  -6.435
H  2.236  4.100  -4.459
C  0.612  -8.071  -2.063
C  0.000  -6.993  -2.919
C  -1.363  -7.395  -3.406
O  -0.194  -5.928  -2.051
H  0.785  -9.032  -2.582
H  -0.036  -8.274  -1.254
H  1.555  -7.758  -1.612
H  0.592  -6.738  -3.804
H  -1.984  -7.763  -2.590
H  -1.260  -8.225  -4.174
H  -1.815  -6.627  -4.022
H  0.703  -5.716  -1.654
C  -2.329  -2.228  -5.575
C  -0.988  -2.567  -4.894
C  -0.132  -3.552  -5.663
O  -0.308  -1.264  -4.739
H  -2.927  -1.480  -5.100
H  -2.980  -3.139  -5.572
H  -2.181  -1.997  -6.659
H  -1.125  -2.978  -3.863
H  0.618  -4.046  -4.946
H  0.412  -3.045  -6.473
H  -0.773  -4.377  -6.070
H  -0.003  -1.114  -3.837
C  0.368  -0.206  4.748
C  1.345  -0.864  5.788
C  2.303  -1.786  5.122
O  2.129  0.117  6.463
H  -0.594  -0.006  5.194
H  0.314  -0.772  3.791
H  0.695  0.873  4.592
H  0.739  -1.449  6.460
H  3.009  -2.092  5.912
H  2.775  -1.249  4.375
H  1.822  -2.715  4.798
H  1.707  0.979  6.286
C  -1.449  -7.020  1.791
C  -2.874  -6.934  1.396
C  -3.509  -5.654  1.929
O  -3.075  -7.110  0.024
H  -0.758  -6.375  1.219
H  -1.126  -8.001  1.613
H  -1.302  -6.804  2.873
H  -3.370  -7.793  2.017
H  -3.427  -5.480  3.007
H  -4.608  -5.753  1.796
H  -3.227  -4.767  1.386
H  -3.822  -6.572  -0.217
C  4.931  -0.428  2.818
C  4.055  0.756  2.354
C  2.958  0.182  1.389
O  3.480  1.438  3.515
H  5.143  -0.380  3.882
H  5.778  -0.441  2.127
H  4.345  -1.338  2.594
H  4.696  1.433  1.789
H  3.342  -0.538  0.746
H  2.416  0.903  0.799
H  2.146  -0.384  1.896
H  3.650  0.826  4.242
C  -3.624  2.689  -5.009
C  -2.222  2.056  -5.077
C  -1.206  2.797  -5.965
O  -1.687  2.115  -3.748
H  -4.071  2.621  -6.041
H  -3.482  3.787  -4.784
H  -4.240  2.132  -4.242
H  -2.378  1.048  -5.321
H  -1.054  3.726  -5.382
H  -1.632  3.109  -6.937
H  -0.200  2.303  -6.028
H  -1.055  1.428  -3.587
C  4.270  2.694  -2.030
C  4.112  4.166  -2.033
C  5.166  4.807  -2.970
O  2.814  4.345  -2.484
H  3.503  2.302  -1.374
H  5.226  2.334  -1.655
H  4.144  2.166  -3.025
H  4.266  4.461  -0.972
H  5.207  4.238  -3.913
H  6.113  4.616  -2.542
H  5.113  5.838  -3.195
H  2.546  5.268  -2.528
C  3.315  -2.664  -0.914
C  2.876  -3.832  -1.767
C  4.028  -4.299  -2.634
O  2.362  -4.907  -1.064
H  2.509  -2.278  -0.316
H  3.669  -1.839  -1.548
H  4.168  -3.081  -0.371
H  2.160  -3.329  -2.480
H  3.778  -5.116  -3.443
H  4.914  -4.610  -2.077
H  4.352  -3.449  -3.225
H  1.893  -4.594  -0.248
C  -4.310  -3.507  -2.542
C  -4.404  -3.956  -1.149
C  -5.148  -2.900  -0.332
O  -5.106  -5.169  -1.024
H  -3.919  -2.526  -2.531
H  -5.267  -3.399  -3.064
H  -3.697  -4.225  -3.117
H  -3.391  -4.002  -0.735
H  -5.109  -3.097  0.753
H  -6.258  -2.859  -0.757
H  -4.704  -1.882  -0.425
H  -5.997  -4.894  -0.804
C  -3.589  -1.551  2.686
C  -4.567  -0.998  3.762
C  -5.987  -1.327  3.433
O  -4.178  -1.670  4.975
H  -3.620  -0.905  1.854
H  -3.816  -2.567  2.395
H  -2.486  -1.460  3.080
H  -4.412  0.067  3.934
H  -6.122  -2.413  3.251
H  -6.345  -0.845  2.511
H  -6.643  -1.144  4.315
H  -4.992  -1.743  5.532

Its spin multiplicity is 1. The LUMO energy comes out at 0.42 eV. The calculation puts the HOMO-LUMO gap at 8.988 eV. For the relative energy (zero: lowest compared OMol25 entry of this formula, charge and spin), the calculation gives 0.000 eV.

These are the Mulliken partial charges, in e, on atoms 1 to 8:
1 C -0.64
2 O -0.48
3 C -0.11
4 C -0.37
5 N -0.26
6 C -0.48
7 C 0.02
8 O -0.40

[3]
Molecular formula: C22H27LaO
Method: DFT, wB97M-V/def2-TZVPD

CARTESIAN COORDINATES (ANGSTROEM)
La  0.344  0.161  -0.079
C  -0.977  1.544  1.799
C  -0.413  2.458  0.843
C  -1.117  2.287  -0.402
H  0.533  2.989  0.957
C  -2.132  1.297  -0.198
C  -2.059  0.853  1.158
H  -2.686  0.089  1.604
H  -0.582  1.332  2.790
H  -0.818  2.710  -1.364
H  -2.820  0.921  -0.953
C  1.160  -1.719  1.575
C  -0.227  -1.654  1.905
C  -0.975  -2.149  0.787
H  -0.645  -1.250  2.820
C  -0.051  -2.496  -0.237
C  1.274  -2.241  0.235
H  2.179  -2.230  -0.383
H  1.965  -1.237  2.130
H  -2.060  -2.205  0.695
H  -0.326  -2.847  -1.232
O  -0.313  -0.051  -2.078
C  -1.397  -2.065  -3.772
C  -0.380  -1.053  -4.132
C  -2.790  -1.672  -3.544
C  -1.024  -3.483  -3.857
C  0.569  -0.671  -2.957
H  -0.902  -0.109  -4.384
H  0.262  -1.409  -4.949
H  1.084  -1.590  -2.546
H  1.357  0.056  -3.277
H  -3.331  -1.583  -4.502
H  -2.865  -0.700  -3.033
H  -3.336  -2.418  -2.949
H  -1.140  -3.858  -4.887
H  -1.661  -4.114  -3.224
H  0.024  -3.661  -3.574
C  2.705  1.003  0.569
C  2.762  1.905  1.692
C  2.341  1.535  3.009
C  2.520  2.442  4.061
C  3.067  3.711  3.823
C  3.440  4.095  2.526
C  3.270  3.213  1.457
H  2.825  1.448  -0.447
H  3.184  0.012  0.696
H  1.914  0.551  3.190
H  2.229  2.148  5.057
H  3.204  4.410  4.649
H  3.864  5.065  2.329
H  3.556  3.477  0.443

Its spin multiplicity is 1. The net charge is -2. The LUMO energy (spin up / spin down) comes out at 4.54 / 4.53 eV. The calculation puts the HOMO-LUMO gap (spin up / spin down) at 2.449 / 2.452 eV.

These are the Mulliken partial charges, in e, on atoms 1 to 8:
1 La 1.09
2 C -0.61
3 C -0.70
4 C -0.71
5 H 0.66
6 C -0.27
7 C -0.74
8 H 0.51

[4]
Molecular formula: C5H9NS
Method: DFT, wB97M-V/def2-TZVPD

CARTESIAN COORDINATES (ANGSTROEM)
C  0.702  -0.886  -0.132
C  -0.148  0.017  -1.093
C  0.155  1.461  -0.644
C  0.176  1.270  0.882
C  -0.122  -0.265  1.025
H  2.522  -1.325  0.498
H  2.352  0.291  0.264
H  0.418  -1.922  -0.334
H  -0.206  -0.211  -2.172
H  1.065  1.856  -1.094
H  -0.679  2.098  -0.986
H  1.138  1.486  1.374
H  -0.725  1.745  1.305
H  -0.060  -0.739  2.015
N  2.120  -0.658  -0.151
S  -1.578  -0.516  -0.002

Its spin multiplicity is 1. The LUMO energy comes out at 0.92 eV. The calculation puts the HOMO-LUMO gap at 9.457 eV. For the relative energy (zero: lowest compared OMol25 entry of this formula, charge and spin), the calculation gives 0.863 eV.

These are the natural (NBO) partial charges, in e, on atoms 1 to 8:
1 C -0.08
2 C -0.27
3 C -0.45
4 C -0.44
5 C -0.34
6 H 0.36
7 H 0.35
8 H 0.22

Q: Which energy values were calculated for the entries above? A: -382.8452; -4545.8824; -961.1900; -648.8214, in Eh.
Q: Which strongest force on any atom values were calculated for the entries above? A: 2.1; 3.5; 1.7; 1.8, in eV Å⁻¹.